No. 1
12
Properties=species:S:1:pos:R:3:forces:R:3:nbo_charge:R:1 method="wB97M-V/def2-TZVPD" de_lowest_kj_mol=205.6 total_charge=0 homo_energy_ev=-10.3989 orbital_gap_ev=11.5 fmax_ev_per_a=1.47
C 1.319 -0.265 0.118 -0.07 -0.02 -0.06 -0.638
C -0.062 0.038 0.662 0.12 0.03 0.25 0.053
C -0.714 1.318 0.397 0.14 0.44 0.27 -0.108
O -1.281 0.131 -0.110 0.35 -0.21 -0.09 -0.506
C -0.728 -1.583 -1.718 -1.09 -0.82 -0.55 0.502
O -1.789 -1.981 -1.796 1.03 0.29 0.01 -0.509
H 2.018 0.138 0.864 -0.10 -0.08 -0.17 0.217
H 1.530 -1.334 0.013 -0.17 0.18 0.01 0.222
H 1.533 0.226 -0.837 -0.19 -0.09 0.13 0.221
H -0.269 -0.459 1.608 0.07 0.24 0.08 0.186
H -0.295 1.952 -0.384 0.04 0.05 0.25 0.179
H -1.255 1.825 1.189 -0.13 -0.01 -0.12 0.182

No. 2
96
Properties=species:S:1:pos:R:3:forces:R:3:mulliken_charge:R:1 method="wB97M-V/def2-TZVPD" de_lowest_kj_mol=235.6 total_charge=-1 homo_energy_ev=-6.6315 orbital_gap_ev=7.9 fmax_ev_per_a=8.82
C 7.080 -2.022 -7.701 0.90 -0.44 -0.92 -1.067
B 5.698 -1.125 -8.011 0.03 -2.61 1.77 0.524
C 4.776 -0.861 -6.676 0.06 0.52 1.49 0.156
C 5.593 -0.292 -5.369 -1.31 -0.04 1.00 -0.423
C 4.425 0.339 -4.351 0.90 0.87 -0.67 -0.636
S 3.422 -1.016 -3.485 -6.65 0.16 1.00 0.865
O 2.373 -1.645 -4.439 4.60 1.67 2.59 -0.510
O 2.627 -0.405 -2.267 4.13 -2.11 -3.72 -0.564
O 4.505 -2.214 -2.934 -0.84 1.08 -2.19 -0.503
C 4.826 -2.049 -9.090 0.52 0.23 -0.23 -0.560
P 2.945 -1.722 -9.055 -3.31 -3.02 -4.32 0.878
O 2.335 -2.497 -10.330 2.11 3.16 4.48 -0.783
O 2.486 -0.042 -9.074 0.13 -2.92 2.43 -0.505
O 2.128 -2.435 -7.648 2.69 0.73 -1.75 -0.499
S 6.305 0.448 -8.868 0.15 3.52 -8.08 1.156
O 7.229 0.106 -10.100 -2.45 0.75 5.08 -0.658
O 5.168 1.341 -9.437 3.47 -2.53 3.21 -0.609
F 7.293 1.429 -7.820 -1.40 -1.40 -1.00 -0.365
H 6.815 -3.144 -7.397 0.57 2.45 -0.25 0.208
H 7.799 -1.494 -6.943 -1.09 -1.28 -1.34 0.228
H 7.613 -2.122 -8.764 -0.75 0.20 2.40 0.249
H 4.340 -1.923 -6.355 0.60 2.40 -0.68 -0.028
H 3.894 -0.082 -6.874 1.74 -1.88 0.48 -0.367
H 6.141 -1.143 -4.741 -0.96 1.86 -1.58 0.255
H 6.352 0.570 -5.597 -1.50 -1.67 0.33 0.248
H 4.865 1.062 -3.543 -0.91 -1.70 -1.20 0.385
H 3.626 0.961 -4.979 1.54 -1.65 1.50 0.317
H 4.787 -2.732 -3.762 -0.67 1.00 1.47 0.399
H 5.060 -3.179 -8.787 -0.98 2.37 -0.70 0.231
H 5.254 -1.883 -10.166 -1.37 -0.42 1.76 0.293
H 2.111 0.224 -8.167 0.85 -0.67 -1.85 0.332
H 2.643 -3.265 -7.421 -0.87 1.39 -0.42 0.318
Cl -0.858 2.738 -1.645 -0.10 0.13 -0.01 -0.224
C -0.258 1.280 -0.816 0.15 -0.42 0.13 0.048
C -1.359 0.255 -0.588 0.30 -0.11 -0.43 0.352
Cl -2.555 0.808 0.610 -0.21 0.10 0.17 -0.293
H 0.204 1.590 0.126 -0.20 -0.02 -0.19 0.300
H 0.522 0.852 -1.453 -0.17 -0.04 0.08 -0.013
H -0.928 -0.673 -0.200 -0.19 0.33 -0.28 0.318
H -1.890 0.021 -1.516 0.14 0.26 0.40 -0.430
Cl -3.739 -3.640 -4.081 0.04 -0.02 0.02 -0.210
C -4.245 -2.015 -3.553 -0.08 0.20 0.11 -0.165
C -3.475 -0.914 -4.265 -0.24 0.07 0.02 -0.507
Cl -1.763 -0.866 -3.775 0.06 -0.18 -0.32 -0.135
H -4.121 -1.957 -2.467 0.12 -0.02 -0.23 0.343
H -5.312 -1.928 -3.778 0.53 -0.26 0.02 0.120
H -3.903 0.061 -4.014 0.09 -0.25 0.03 0.238
H -3.514 -1.033 -5.352 0.06 -0.09 0.24 0.415
Cl -0.595 -0.168 4.873 0.06 0.05 0.10 -0.140
C -2.193 0.519 5.257 -0.31 0.10 0.08 -0.170
C -2.486 1.777 4.454 -0.28 -0.38 -0.11 -0.146
Cl -1.451 3.141 4.943 0.12 0.08 0.01 -0.185
H -2.231 0.709 6.334 0.08 0.06 -0.27 -0.042
H -2.933 -0.253 5.022 0.11 0.18 -0.09 0.350
H -3.521 2.090 4.619 0.18 -0.08 0.08 0.322
H -2.347 1.612 3.381 0.12 0.02 0.25 0.017
Cl 0.498 -3.980 3.186 -0.06 0.00 0.01 -0.186
C 1.764 -3.357 2.099 0.27 0.13 -0.20 -0.407
C 1.925 -1.849 2.210 0.30 -0.14 0.08 -0.530
Cl 0.519 -0.973 1.558 0.30 -0.19 0.34 -0.146
H 1.516 -3.662 1.078 -0.04 0.15 0.23 0.300
H 2.697 -3.853 2.385 -0.14 0.17 0.00 0.315
H 2.796 -1.526 1.631 -0.17 -0.12 0.01 0.301
H 2.072 -1.535 3.248 -0.14 -0.10 -0.17 0.300
Cl 3.353 3.631 8.548 0.06 -0.01 0.05 -0.202
C 2.700 3.777 6.898 -0.19 0.00 -0.35 -0.395
C 2.237 2.439 6.343 -0.30 0.26 -0.01 -0.214
Cl 3.599 1.336 6.025 0.05 -0.04 0.04 -0.204
H 3.469 4.232 6.266 -0.10 -0.20 0.17 0.336
H 1.853 4.469 6.953 0.07 -0.21 -0.01 0.291
H 1.724 2.590 5.388 0.09 0.02 0.17 0.179
H 1.545 1.937 7.025 0.20 0.11 -0.11 0.207
Cl -7.553 3.041 -3.346 0.03 -0.04 0.01 -0.180
C -7.043 2.443 -4.944 0.05 -0.07 -0.26 -0.417
C -7.490 1.010 -5.190 -0.20 0.28 -0.24 -0.490
Cl -6.627 -0.151 -4.151 -0.49 0.41 -0.11 -0.238
H -5.956 2.544 -5.015 -0.22 -0.09 0.10 0.314
H -7.495 3.106 -5.689 0.02 -0.19 0.11 0.311
H -7.276 0.727 -6.225 0.05 0.09 0.18 0.264
H -8.564 0.887 -5.019 0.25 0.06 0.08 0.352
Cl -2.074 2.553 8.437 -0.02 0.07 -0.02 -0.135
C -2.704 1.801 9.924 -0.09 -0.23 0.24 -0.414
C -3.598 0.606 9.629 0.40 -0.15 0.07 0.062
Cl -5.133 1.087 8.866 -0.04 0.03 -0.04 -0.203
H -3.234 2.569 10.496 0.03 -0.16 -0.20 0.311
H -1.836 1.480 10.508 -0.16 -0.04 -0.12 0.301
H -3.854 0.095 10.562 0.14 0.37 -0.69 -0.259
H -3.102 -0.115 8.971 -0.07 0.26 0.00 0.340
Cl -7.582 -1.017 12.879 0.07 -0.01 0.01 -0.176
C -6.582 -0.171 14.087 0.10 0.13 0.17 -0.426
C -5.513 0.697 13.441 -0.30 0.25 0.25 -0.408
Cl -4.253 -0.273 12.639 -0.12 -0.21 0.73 -0.224
H -6.144 -0.921 14.752 -0.03 0.13 -0.23 0.307
H -7.260 0.452 14.678 0.16 -0.02 -0.16 0.301
H -5.011 1.298 14.205 -0.09 -0.17 -0.08 0.320
H -5.941 1.379 12.699 0.06 -0.25 0.07 0.314